A 7-piece molecular cluster, C47H85BrClF3N2O20S7 overall in a non-equilibrium geometry. Source: the Open Molecules 2025 dataset; level of theory: the ωB97M-V functional and the def2-TZVPD basis.

Atoms and positions in Å:
C: 2.1988 -3.2701 4.3532
H: -4.3158 5.5911 1.2141
C: 1.3149 -0.3061 0.6534
H: -2.6838 5.7867 6.6404
H: 2.5746 1.1760 7.4753
H: -1.9075 -0.7517 4.9616
H: 0.0233 1.5860 -6.8950
O: -0.0249 1.4767 7.6849
C: -3.5398 5.1151 6.6858
H: -0.1604 -3.8193 -11.1341
Cl: 7.5919 -2.6099 4.4778
C: 1.8353 -4.3154 -10.3511
C: -2.5949 6.9507 -1.3412
O: 8.8779 -0.7614 2.8084
H: 2.2946 -4.8601 -11.1744
C: -1.8440 -2.9154 -4.6508
H: 1.3442 -0.4043 4.3021
O: -4.7003 7.8520 -0.0460
H: 2.9042 4.7588 -3.9281
O: -1.5962 -1.3914 -6.9418
H: 1.6856 -2.3117 0.0959
H: 3.3214 -4.6363 -8.7797
O: 2.8930 -1.2572 3.0930
C: -1.4374 -4.6635 -2.9926
H: 0.7705 5.8445 -3.7298
O: -5.0774 6.3356 -2.0111
H: 2.5691 -0.3923 -0.8122
H: -2.1689 4.5338 1.0253
C: 0.7021 1.8339 6.5852
H: 2.1724 0.6545 3.1934
C: 6.3687 -1.0859 2.1647
C: -2.5339 4.9850 0.1039
N: -0.1437 -1.9036 2.9727
H: 2.1547 0.0883 1.2232
C: 0.9177 -2.5164 2.1548
H: 2.2560 2.1857 4.6122
H: 3.1156 -4.4092 2.4087
H: -4.9040 3.0620 8.9947
H: 2.4217 2.8730 7.1078
C: 0.0965 0.9867 -8.9924
H: -0.8073 -2.8372 -4.9787
C: 2.1075 4.3173 -4.5233
C: 0.2291 3.8609 -2.9761
C: -0.0468 0.6831 -7.4971
H: -3.2443 -4.5002 -4.1695
H: 0.0344 -1.9209 0.2831
O: -3.9679 1.4334 7.1071
O: -1.2203 -4.7902 -8.2518
O: 1.7129 -2.0765 6.3213
H: 2.0631 -4.3409 4.2068
H: 3.3831 -0.4024 5.7546
C: -2.4953 -0.5669 4.0500
H: -3.1793 3.7342 5.0103
H: -1.4043 -1.1434 9.0577
O: 1.6588 -0.0908 -0.7323
H: 0.6569 -0.4117 8.2737
H: -2.0773 0.4964 8.7331
C: -3.9828 4.8524 8.1315
H: -0.3621 -4.7435 -3.1528
H: -3.5098 -0.3447 4.3710
H: 0.5131 0.1177 -9.5044
O: 3.0902 2.2635 -3.1980
H: -4.5378 -2.1949 2.9445
H: -1.0252 -4.5828 3.2555
Br: -0.4961 -3.4993 5.7988
S: -4.5271 2.6862 6.6713
O: -2.9431 -3.3913 -1.2475
H: -0.7659 6.1155 -0.5112
H: 5.9480 -0.7105 3.1010
H: -2.4659 -2.5429 -5.4472
O: -2.4763 0.9185 -6.4778
H: 2.2922 4.4960 -5.5794
H: 4.2540 0.3602 4.4481
H: 1.2580 -4.4695 1.2099
F: 0.1357 1.2065 2.1118
H: -2.1420 -0.7981 7.5325
H: 0.0071 -0.9014 3.0803
F: 0.2037 1.7093 0.0322
C: 2.2071 1.8699 6.7200
C: -3.2065 3.7476 6.0971
H: 5.8886 -2.6587 0.7647
H: 4.8627 -2.6736 3.5862
C: 5.3960 -2.0782 1.5446
C: -2.1674 -4.3779 -4.3049
S: 2.1156 2.5446 -4.2205
O: -0.4055 -2.4759 -8.7692
H: 6.5767 -0.2144 1.5464
C: 0.1181 0.6489 0.8794
C: -0.1825 0.0303 7.7378
C: -1.3082 1.2782 -9.5392
C: 1.3050 -2.8260 5.4980
H: -3.2666 0.4142 -9.0262
H: -0.1459 -0.3441 6.7141
H: 0.0299 4.7846 -4.9213
C: 2.2286 -2.5139 2.9920
H: 5.2914 -3.9719 2.5030
H: -0.2157 2.1822 -4.2809
H: 0.0042 -5.4787 -10.4977
H: -4.6533 4.4869 -0.1403
H: -4.4353 5.7345 8.5825
H: -2.4501 6.4291 -2.2876
C: -2.2060 0.1754 -8.9874
H: -2.0259 0.2730 3.5399
H: -1.8028 -5.5390 -2.4601
C: 2.2769 -4.8631 -8.9875
C: -4.9721 3.6800 8.1031
C: -2.4359 -1.8143 3.1974
H: 4.5908 -1.5081 1.0754
S: -4.3069 6.7323 -0.8618
H: 0.6811 -0.0456 -7.1518
C: 1.3582 -4.2458 -7.9256
H: 3.8200 2.3380 5.3706
H: -2.3653 4.2663 -0.7010
H: 3.1785 -3.1995 1.1141
H: -2.3848 8.0107 -1.4623
H: 2.1242 -3.2655 -10.4386
H: 2.1701 -5.9495 -8.9809
H: -1.7942 6.9400 0.6626
C: 2.3177 -0.2011 3.8568
C: -4.0301 5.3086 0.2029
H: -1.8489 -5.0575 -5.0944
H: -1.3554 -1.2565 -3.3105
S: -1.6976 0.0036 -7.2819
H: -3.4733 -3.6345 2.7093
F: -1.0740 0.0998 0.6421
C: -1.8001 6.2937 -0.2177
H: -3.7607 -2.9399 4.3312
C: 3.2739 0.3068 4.9350
C: 1.0049 -1.8003 0.7756
C: -0.0638 -4.8554 2.7993
H: 1.1744 -4.9238 -7.0960
S: 7.9349 -1.8206 2.6242
S: -0.2026 -3.9014 -8.7505
H: 1.7491 -3.3011 -7.5517
C: 0.3151 -4.4411 -10.3791
O: 0.1320 2.1345 5.5712
C: -1.5376 -0.3503 8.3208
O: 8.2794 -2.8414 1.6863
H: -0.3439 -3.8392 1.0126
H: -3.1128 4.5855 8.7345
H: -0.8265 4.0113 -2.7513
C: 4.7375 -3.0304 2.5669
H: -3.0709 -1.7324 -3.2834
C: 0.4874 2.4523 -3.4916
H: -4.3583 5.5731 6.1258
H: -1.6499 2.2523 -9.1814
O: -5.6082 2.7343 5.7193
C: -2.0478 -2.0927 -3.3744
O: 0.4747 -5.8851 3.1382
S: -1.7318 -3.2023 -2.0045
N: -1.4415 -2.1143 2.4524
C: 2.9078 1.7409 5.3645
O: -0.4989 -2.7942 -1.3604
O: 2.1195 1.8376 -5.4794
H: 0.7757 1.8224 -9.1571
H: -1.3237 1.2959 -10.6282
H: 0.7981 4.0311 -2.0589
H: 0.4815 1.6950 -2.7083
C: 3.2833 -3.3578 2.1848
H: -5.9973 4.0178 7.9644
H: -2.2715 3.3557 6.4996
H: 3.2047 -3.1692 4.7617
C: 0.7227 4.8132 -4.0778
C: -3.6336 -2.7170 3.2679
C: 0.4654 -3.9398 1.7371
H: -2.0148 -0.7753 -9.4812

Atomic forces in eV per Å
C -0.596 -0.243 0.187
H -0.052 0.105 -0.042
C 0.256 0.252 -1.061
H 0.003 -0.002 -0.005
H -0.122 -0.134 -0.056
H -0.060 0.177 0.029
H -0.041 -0.067 0.052
O 0.285 -0.179 0.088
C -0.109 -0.034 0.032
H -0.110 0.028 0.092
Cl -0.076 -0.155 -0.148
C 0.006 0.041 0.098
C 0.337 -0.005 0.060
O -0.178 0.013 0.481
H 0.000 0.010 -0.007
C -0.117 -0.508 0.441
H 0.037 -0.400 -0.065
O -0.089 0.029 -0.050
H 0.045 -0.123 0.029
O -0.543 0.804 0.515
H 0.133 0.004 0.126
H -0.002 -0.002 0.011
O -0.946 0.065 0.384
C -0.068 -0.240 -0.264
H 0.018 0.004 -0.015
O -0.116 0.144 0.032
H -0.030 0.042 -0.266
H -0.004 -0.029 -0.010
C -0.368 -0.158 -0.149
H -0.100 -0.158 -0.158
C -0.719 -0.320 0.702
C 0.024 0.027 -0.044
N -0.343 1.610 -0.345
H -0.202 -0.218 0.449
C -0.898 0.699 -0.683
H 0.027 0.073 0.006
H -0.190 -0.023 -0.263
H -0.060 -0.117 -0.075
H -0.089 -0.048 0.146
C -0.033 -0.021 -0.068
H -0.011 0.012 -0.040
C -0.250 0.345 -0.025
C 0.101 0.168 -0.030
C 0.143 0.108 -0.218
H 0.009 -0.031 0.028
H 0.322 -0.035 0.469
O -0.194 -0.248 -0.077
O -0.101 0.161 0.047
O 0.017 0.235 0.398
H -0.320 0.076 -0.263
H -0.181 0.106 0.121
C 0.790 -0.816 0.708
H -0.052 -0.145 -0.003
H -0.064 0.210 0.225
O -0.016 -0.044 0.262
H 0.014 0.117 0.124
H 0.083 0.014 0.072
C 0.048 -0.009 -0.041
H 0.013 0.044 0.065
H -0.017 0.134 -0.120
H -0.043 -0.035 0.017
O 0.168 -0.130 -0.150
H -0.090 -0.207 -0.027
H -0.060 0.142 -0.136
Br 0.061 -0.258 -0.125
S 0.285 0.254 0.002
O 0.130 0.020 0.220
H 0.003 0.005 0.007
H 0.059 0.084 -0.018
H -0.044 -0.016 -0.073
O 0.004 -0.092 0.155
H 0.092 -0.096 -0.001
H 0.016 -0.080 0.035
H 0.154 0.115 0.129
F -0.361 -0.530 0.090
H -0.211 0.249 0.023
H 0.274 -0.080 0.088
F -0.051 -0.134 0.253
C -0.008 0.429 -0.173
C 0.154 0.289 0.035
H 0.013 0.085 -0.055
H -0.210 0.127 -0.011
C -0.363 0.087 0.313
C 0.072 0.165 0.104
S -0.255 0.052 0.121
O 0.376 -0.374 -0.699
H 0.447 -0.212 -0.166
C 0.413 0.751 -0.876
C -0.249 0.031 -0.200
C 0.082 0.022 0.108
C 0.469 0.583 -0.022
H -0.012 -0.036 0.140
H 0.160 -0.005 -0.046
H 0.002 -0.028 0.004
C 1.100 -1.203 -0.960
H 0.040 0.023 0.239
H 0.020 -0.013 -0.031
H -0.046 0.011 0.043
H -0.109 0.093 -0.026
H -0.009 -0.010 0.008
H -0.068 0.003 -0.014
C -0.101 0.142 -0.294
H -0.150 0.094 -0.028
H 0.009 0.075 0.121
C -0.037 -0.013 -0.044
C 0.040 0.265 0.241
C -0.092 1.020 -0.381
H 0.160 0.201 -0.024
S 0.126 -0.173 -0.065
H -0.074 0.001 0.135
C 0.335 -0.114 0.022
H -0.014 0.008 0.140
H -0.003 -0.004 0.005
H -0.121 -0.081 -0.012
H -0.153 0.027 -0.026
H -0.020 0.001 -0.030
H -0.019 0.003 -0.003
H 0.015 0.036 -0.026
C 0.259 0.794 0.408
C 0.207 -0.258 0.141
H -0.016 0.007 -0.013
H -0.030 0.011 0.153
S 0.284 -0.016 -0.334
H -0.080 0.028 -0.078
F 0.111 -0.016 0.422
C -0.080 -0.057 0.056
H -0.015 -0.094 -0.014
C 0.369 0.088 -0.644
C -0.087 0.412 0.623
C -0.135 -0.307 0.249
H -0.129 0.077 0.033
S 0.850 1.119 -1.247
S 0.104 -0.197 -0.023
H -0.102 0.048 -0.022
C 0.221 -0.044 -0.197
O 0.054 0.116 -0.055
C 0.248 -0.541 -0.166
O -0.396 -0.535 0.453
H -0.091 0.228 0.120
H 0.005 -0.022 -0.018
H -0.002 -0.004 -0.009
C 0.436 -0.613 -0.822
H -0.013 -0.054 0.100
C -0.278 -0.001 0.159
H 0.016 0.003 -0.023
H -0.033 -0.006 -0.016
O -0.034 -0.160 0.009
C -0.025 0.142 -0.342
O 0.162 0.112 -0.130
S 0.095 0.131 -0.432
N 0.073 -2.775 1.206
C 0.226 -0.305 0.277
O -0.400 -0.407 -0.163
O 0.226 -0.071 0.055
H 0.005 0.003 0.032
H -0.012 0.000 0.000
H -0.022 -0.052 0.025
H 0.162 -0.058 -0.056
C 0.314 0.234 0.827
H -0.010 -0.067 -0.095
H -0.022 -0.090 -0.043
H -0.038 0.158 0.069
C -0.029 -0.086 0.035
C -0.098 0.672 -0.596
C 0.164 -0.401 0.053
H 0.036 -0.062 0.088

Computed properties:
SMILES: CCOC(=O)CCCCO[C@@](CCCCS(=O)(=O)Cl)(CC(=O)Br)[C@](CC=O)(C[C@@H](O)C(F)(F)F)NN=C(C)C.O=S1(=O)CCCC1.O=S1(=O)CCCC1.O=S1(=O)CCCC1.O=S1(=O)CCCC1.O=S1(=O)CCCC1.O=S1(=O)CCCC1
Frontier orbital gap in eV: 8.57
Electronic energy in eV: -260607.537